Version i
35
Properties=species:S:1:pos:R:3 method="wB97M-V/def2-TZVPD" multiplicity=1 gap_ev=8.7828 molar_mass_g_mol=208.28
C -2.72 1.14 -0.88
C -2.58 -0.25 -0.66
C -3.21 -1.53 -0.22
C -1.78 -1.95 0.23
C 2.03 0.78 0.80
C 1.60 -0.61 1.26
C -1.87 1.73 -0.02
C 1.17 1.20 -0.41
C 1.32 -1.44 0.01
C -1.32 -0.55 -0.25
C -1.69 1.45 1.44
C 1.99 1.84 -1.52
C 2.60 -1.88 -0.70
P 0.28 -0.33 -1.09
H -3.17 1.62 -1.73
H -3.95 -1.44 0.58
H -3.61 -2.14 -1.02
H -1.68 -2.11 1.30
H -1.38 -2.81 -0.30
H 1.93 1.51 1.61
H 3.08 0.76 0.50
H 2.37 -1.07 1.88
H 0.68 -0.54 1.85
H -1.64 2.79 -0.23
H 0.40 1.92 -0.12
H 0.75 -2.34 0.26
H -0.65 1.38 1.74
H -2.20 0.55 1.75
H -2.12 2.29 1.99
H 1.35 2.16 -2.34
H 2.72 1.14 -1.93
H 2.53 2.71 -1.14
H 3.16 -2.58 -0.08
H 3.24 -1.03 -0.92
H 2.36 -2.37 -1.64

---

Version ii
35
Properties=species:S:1:pos:R:3 method="wB97M-V/def2-TZVPD" multiplicity=1 smiles="C[C@@H]1CC[C@H](C)P1[C@]1(C)C=CC=CC1" gap_ev=8.8792 molar_mass_g_mol=208.28
C -4.02 -0.02 0.49
C -3.22 1.14 0.15
C -3.44 -1.21 0.41
C -1.96 1.03 -0.34
C -1.97 -1.32 0.29
C 2.32 -0.64 -0.82
C 2.70 0.75 -0.30
C 1.43 -1.28 0.21
C 1.38 1.45 -0.03
C -1.16 -0.17 -0.44
C 2.34 -1.82 1.43
C 1.19 2.60 0.96
C -0.79 -0.33 -1.95
P 0.27 0.13 0.71
H -5.11 0.09 0.59
H -3.79 2.11 -0.01
H -4.10 -2.14 0.58
H -1.42 1.89 -0.71
H -1.60 -1.19 1.31
H -1.70 -2.33 -0.03
H 1.86 -0.51 -1.75
H 3.17 -1.36 -1.06
H 3.46 0.78 0.63
H 3.34 1.30 -1.09
H 0.88 -2.16 0.07
H 0.96 1.63 -1.04
H 2.16 -1.28 2.46
H 3.47 -1.81 1.13
H 2.05 -2.84 1.51
H 1.52 2.24 1.91
H 0.03 2.80 0.95
H 1.63 3.57 0.59
H -0.31 -1.29 -2.20
H 0.06 0.53 -2.01
H -1.64 -0.32 -2.61

---

Stability summary: most stable version ii, least stable version i.

---

Version i
9
Properties=species:S:1:pos:R:3 method="wB97M-V/def2-TZVPD" multiplicity=1 total_charge=+1 smiles="CN1[NH+]=C1Cl" gap_ev=9.9977 molar_mass_g_mol=91.52
C 2.20 -0.25 0.13
C -0.32 0.42 0.25
N 0.96 -0.12 0.45
N 1.53 -1.47 0.09
Cl 3.70 0.34 -0.06
H -0.71 -0.13 -0.73
H -1.05 0.34 1.11
H -0.28 1.56 0.08
H 1.26 -1.60 -0.89

---

Version ii
9
Properties=species:S:1:pos:R:3 method="wB97M-V/def2-TZVPD" multiplicity=1 total_charge=+1 smiles="CN1[NH+]=C1Cl" gap_ev=9.9536 molar_mass_g_mol=91.52
C 1.05 1.46 -1.07
C -0.64 -0.23 -0.23
N 0.35 0.77 -0.31
N 1.84 1.02 -0.01
Cl 1.01 2.57 -2.33
H -0.35 -0.96 -1.02
H -0.37 -0.81 0.70
H -1.70 0.22 -0.23
H 2.33 0.17 -0.02

---

Stability summary: most stable version i, least stable version ii.

---

Version i
26
Properties=species:S:1:pos:R:3 method="wB97M-V/def2-TZVPD" multiplicity=1 smiles="C[C@H](N)C(=O)N[C@@H](CC(=O)O)C(=O)O" gap_ev=10.0180 molar_mass_g_mol=204.18
C 2.02 -0.87 -0.74
C 0.83 -0.81 0.18
C 3.12 -1.17 0.19
C -1.15 0.18 0.95
C -2.01 -1.05 0.75
C -1.75 1.65 1.04
C -2.38 2.04 -0.19
H 3.17 0.82 -1.37
H 2.01 0.31 -2.29
H 1.66 -1.79 -1.42
H 3.45 -0.38 0.89
H 4.06 -1.50 -0.30
H 2.98 -2.06 0.75
H 0.03 0.89 -0.56
H -0.77 0.05 2.01
H -0.86 2.21 1.45
H -2.47 1.72 1.86
H -2.18 1.91 -1.97
H -2.70 -2.08 -0.38
N 2.25 0.47 -1.35
N -0.12 0.15 0.09
O 0.66 -1.62 1.16
O -2.41 -2.00 1.49
O -3.53 2.34 -0.47
O -1.57 1.75 -1.29
O -2.34 -1.16 -0.49

---

Version ii
26
Properties=species:S:1:pos:R:3 method="wB97M-V/def2-TZVPD" multiplicity=1 smiles="N[C@@H](CCC(=O)O)C(=O)NCC(=O)O" gap_ev=9.7351 molar_mass_g_mol=204.18
C 1.63 0.99 0.27
C 0.15 0.44 0.91
C 1.68 1.88 -1.03
C 1.18 1.22 -2.35
C -0.26 1.63 -2.69
C -1.26 -1.31 1.00
C -1.26 -2.32 2.21
H 2.95 -0.11 -0.76
H 3.29 -0.38 0.89
H 2.09 1.30 1.22
H 2.63 2.53 -1.16
H 0.97 2.67 -0.78
H 1.86 1.14 -3.21
H 1.10 0.11 -2.23
H -0.95 0.99 -0.91
H 0.99 -1.34 0.79
H -1.88 -0.47 1.17
H -1.64 -1.85 0.06
H -1.58 -4.26 2.50
N 2.54 -0.19 0.16
N 0.09 -0.84 0.67
O -0.78 1.22 1.07
O -0.49 1.99 -3.79
O -1.29 1.35 -1.66
O -0.88 -2.06 3.41
O -1.48 -3.53 1.80

---

Stability summary: most stable version i, least stable version ii.

---

Version i
20
Properties=species:S:1:pos:R:3 method="wB97M-V/def2-TZVPD" multiplicity=1 total_charge=+1 gap_ev=9.6677 molar_mass_g_mol=105.16
C -0.94 1.59 -0.74
C -1.93 0.72 -0.81
N -2.79 0.58 -1.90
N -0.14 1.76 0.47
H -0.66 2.21 -1.58
H -2.21 0.10 0.03
H -2.98 -0.38 -2.13
H -2.45 1.06 -2.72
H -0.72 1.65 1.30
H 0.29 2.67 0.51
H 0.71 0.86 0.47
N 1.66 -2.63 1.00
C 1.17 -1.32 1.29
N 1.55 -0.22 0.33
H 1.20 -3.04 0.20
H 2.66 -2.66 0.83
H 0.08 -1.35 1.34
H 1.52 -1.00 2.28
H 2.54 -0.03 0.44
H 1.45 -0.57 -0.61

---

Version ii
20
Properties=species:S:1:pos:R:3 method="wB97M-V/def2-TZVPD" multiplicity=1 total_charge=+1 gap_ev=10.4410 molar_mass_g_mol=105.16
N 2.11 1.59 0.98
C 1.25 1.77 -0.16
N 1.13 0.56 -1.13
H 1.81 0.71 1.47
H 3.08 1.37 0.63
H 0.20 1.96 0.20
H 1.55 2.65 -0.80
H 0.91 1.02 -2.06
H 2.09 0.18 -1.23
C -0.51 -2.27 1.13
N -0.69 -1.13 0.15
C -1.92 -0.78 -0.20
N -2.20 0.34 -0.88
H -0.23 -1.90 2.11
H 0.23 -2.98 0.75
H -1.50 -2.76 1.22
H 0.09 -0.51 -0.19
H -2.77 -1.41 0.14
H -1.49 1.05 -1.01
H -3.15 0.55 -1.12

---

Stability summary: most stable version ii, least stable version i.

---

Version i
17
Properties=species:S:1:pos:R:3 method="wB97M-V/def2-TZVPD" multiplicity=1 smiles=N[C@H]1CN[C@H]1CS gap_ev=9.5650 molar_mass_g_mol=118.20
C -0.98 0.54 0.18
C -1.16 -0.47 -0.99
C -0.05 -0.50 0.84
C 1.42 -0.11 0.95
H 0.36 1.81 -0.47
H -1.17 2.42 -0.58
H -1.88 0.64 0.83
H -2.15 -0.82 -1.12
H -0.76 -0.05 -1.97
H -0.31 -2.35 -0.35
H -0.48 -0.88 1.79
H 1.61 0.72 1.60
H 2.05 -0.89 1.39
H 1.94 -0.87 -1.19
N -0.53 1.88 -0.02
N -0.22 -1.35 -0.29
S 2.30 0.28 -0.59

---

Version ii
17
Properties=species:S:1:pos:R:3 method="wB97M-V/def2-TZVPD" multiplicity=1 gap_ev=9.7083 molar_mass_g_mol=118.20
C 0.82 -1.57 -1.03
C 1.25 -0.81 1.07
C -0.97 0.28 0.60
C -0.41 1.58 -0.05
H 1.30 -2.01 -1.92
H 0.24 -0.74 -1.52
H 0.08 -2.34 -0.70
H 1.95 -0.72 1.89
H -0.20 -0.26 2.48
H -1.84 0.66 1.18
H -1.34 -0.37 -0.17
H -0.34 2.36 0.79
H 0.59 1.45 -0.41
H -1.28 1.77 -2.39
N 1.74 -1.18 -0.04
N -0.06 -0.47 1.47
S -1.51 2.37 -1.22

---

Version iii
17
Properties=species:S:1:pos:R:3 method="wB97M-V/def2-TZVPD" multiplicity=1 smiles=CCN1CCNS1 gap_ev=8.9326 molar_mass_g_mol=118.20
C -1.78 0.88 -0.43
C -0.66 1.16 0.64
C 2.18 -1.26 -0.11
C 1.25 -0.05 -0.18
N -2.30 -0.42 -0.12
N 0.11 -0.01 0.70
S -1.03 -1.44 0.32
H -2.58 1.56 -0.57
H -1.30 0.80 -1.42
H -0.06 2.07 0.38
H -1.13 1.33 1.62
H 2.65 -1.45 0.86
H 1.50 -2.29 -0.28
H 2.94 -1.33 -0.86
H 1.90 0.86 -0.07
H 1.16 -0.06 -1.32
H -2.85 -0.37 0.84

---

Stability summary: most stable version ii, least stable version iii.

---

Version i
9
Properties=species:S:1:pos:R:3 method="wB97M-V/def2-TZVPD" multiplicity=1 gap_ev=10.5376 molar_mass_g_mol=62.14
C -1.33 0.24 -0.23
O -0.10 0.79 0.03
Si 1.39 0.11 0.00
H -1.29 -0.76 -0.85
H -2.22 0.89 -0.34
H -1.97 -0.31 1.04
H 2.22 1.30 -0.08
H 1.31 -0.74 -1.20
H 1.92 -0.56 1.19

---

Version ii
9
Properties=species:S:1:pos:R:3 method="wB97M-V/def2-TZVPD" multiplicity=1 gap_ev=9.5878 molar_mass_g_mol=62.14
C -0.09 0.86 0.08
O 1.01 1.59 0.15
Si -0.34 -1.04 0.29
H -0.21 0.77 -1.50
H -1.03 1.33 0.20
H 1.76 0.90 0.04
H -1.71 -1.30 -0.39
H 0.86 -1.51 -0.51
H -0.26 -1.61 1.64

---

Stability summary: most stable version i, least stable version ii.

---

Version i
15
Properties=species:S:1:pos:R:3 method="wB97M-V/def2-TZVPD" multiplicity=1 gap_ev=9.2034 molar_mass_g_mol=119.11
C 1.36 0.56 0.23
C -2.60 0.27 -1.12
C 2.35 -0.48 0.83
C 0.83 -0.62 -0.61
C -3.04 0.64 0.09
N 1.83 -1.39 -0.18
F -2.29 0.75 1.23
F -4.25 1.10 0.28
H 0.81 1.05 0.89
H 1.98 1.24 -0.50
H -1.61 -0.03 -1.30
H -3.11 0.12 -2.04
H 3.36 -0.11 0.89
H 2.11 -0.89 1.89
H 2.27 -2.21 -0.57

---

Version ii
15
Properties=species:S:1:pos:R:3 method="wB97M-V/def2-TZVPD" multiplicity=1 smiles="C=CC1(N)[C@H](F)[C@H]1F" gap_ev=9.9948 molar_mass_g_mol=119.11
C -0.02 0.63 -0.11
C 1.40 0.69 -0.56
C 2.50 -0.15 -0.50
C -0.39 -0.74 0.59
C -1.12 -0.23 -0.77
H -0.14 2.70 0.46
H 0.39 1.46 1.91
H 1.63 1.85 -0.81
H 2.13 -1.38 -0.33
H 3.48 0.35 -0.72
H -0.85 -0.55 1.63
H -1.00 -0.92 -1.56
N -0.29 1.60 0.88
F 0.54 -1.69 0.63
F -2.52 -0.08 -0.48

---

Stability summary: most stable version i, least stable version ii.

---

Version i
15
Properties=species:S:1:pos:R:3 method="wB97M-V/def2-TZVPD" multiplicity=1 total_charge=-1 smiles="C=CCCC[O-]" gap_ev=6.1666 molar_mass_g_mol=85.13
C 0.57 0.47 1.84
O 1.29 1.05 2.77
C 1.00 0.83 0.32
C 0.09 0.36 -0.88
C -0.90 -0.71 -0.58
C -1.24 -1.68 -1.43
H 0.47 -0.65 1.76
H -0.53 0.77 1.91
H 2.06 0.79 0.04
H 0.93 1.93 0.42
H -0.39 1.28 -1.21
H 0.78 0.08 -1.68
H -1.35 -0.60 0.40
H -0.67 -1.63 -2.35
H -2.11 -2.31 -1.32

---

Version ii
15
Properties=species:S:1:pos:R:3 method="wB97M-V/def2-TZVPD" multiplicity=1 total_charge=-1 gap_ev=4.5748 molar_mass_g_mol=85.13
C 0.07 1.18 0.75
O -0.23 4.08 1.43
C 0.11 0.03 -0.21
C 0.51 -1.23 0.41
C 0.16 -2.42 -0.18
C -0.44 -2.36 -1.49
H -0.72 0.94 1.44
H -0.01 4.95 1.84
H 1.14 -0.49 -0.50
H -0.16 2.10 0.32
H -0.40 0.23 -1.17
H 1.10 1.23 1.19
H 0.33 -3.45 0.16
H -0.79 -1.47 -1.98
H -0.66 -3.34 -2.01

---

Stability summary: most stable version i, least stable version ii.

---

Version i
16
Properties=species:S:1:pos:R:3 method="wB97M-V/def2-TZVPD" multiplicity=1 smiles="C=CC.CNCl" gap_ev=10.0433 molar_mass_g_mol=107.58
C 1.94 0.25 -1.04
C 0.71 -0.07 1.29
C -2.21 0.26 -1.59
C 1.26 0.63 0.31
N -2.09 -0.18 -0.20
Cl -2.88 0.97 0.80
H 2.98 -0.21 -0.94
H 1.32 -0.40 -1.70
H 2.11 1.13 -1.57
H 0.62 0.44 2.20
H 0.54 -1.16 1.17
H -1.12 -0.13 0.04
H -3.17 0.11 -1.87
H -1.84 1.29 -1.70
H -1.48 -0.34 -2.12
H 1.83 1.46 0.56

---

Version ii
16
Properties=species:S:1:pos:R:3 method="wB97M-V/def2-TZVPD" multiplicity=1 smiles=CN[C@@H](C)CCl gap_ev=9.4259 molar_mass_g_mol=107.58
C -1.52 -1.26 0.25
C 0.44 0.23 -0.54
C -0.43 1.31 -0.03
C 1.74 0.44 0.23
H -2.25 -0.45 0.03
H -2.01 -2.11 -0.24
H -1.51 -1.42 1.35
H 0.29 -1.85 -0.65
H 0.71 0.31 -1.57
H -1.42 1.47 -0.65
H -0.85 1.04 0.99
H 0.06 2.27 -0.02
H 2.26 1.34 0.00
H 1.61 0.37 1.27
N -0.19 -1.04 -0.39
Cl 3.07 -0.64 -0.02

---

Stability summary: most stable version ii, least stable version i.

---

Version i
22
Properties=species:S:1:pos:R:3 method="wB97M-V/def2-TZVPD" multiplicity=1 gap_ev=8.9463 molar_mass_g_mol=142.35
C -3.41 -1.46 0.01
C -2.44 -0.71 -0.08
C -1.71 2.24 0.47
C 2.13 1.07 -0.63
C 1.14 -0.68 1.82
C 1.03 -1.80 -1.04
Si -1.21 0.60 -0.38
Si 0.84 -0.20 0.01
H -4.13 -2.21 0.18
H -1.29 2.08 1.48
H -1.14 2.99 0.01
H -2.73 2.26 0.13
H 2.98 1.34 0.12
H 2.36 0.95 -1.63
H 1.50 2.06 -0.48
H 0.57 -1.56 1.78
H 2.09 -0.80 2.17
H 0.76 0.01 2.50
H 0.26 -1.97 -1.73
H 2.01 -1.60 -1.66
H 1.39 -2.79 -0.52
H -1.00 0.17 -2.54

---

Version ii
22
Properties=species:S:1:pos:R:3 method="wB97M-V/def2-TZVPD" multiplicity=1 gap_ev=8.1741 molar_mass_g_mol=142.35
C -4.38 -0.42 -0.74
C -3.43 0.04 -0.12
C 1.61 1.50 1.05
C 0.71 0.27 -1.96
C 2.67 -1.12 0.04
C -2.40 0.70 0.54
Si -0.60 -1.11 0.79
Si 1.15 -0.06 -0.12
H -5.06 -0.98 -1.18
H 1.66 2.50 0.64
H 0.73 1.42 1.66
H 2.52 1.36 1.65
H -0.25 -0.01 -2.24
H 0.82 1.28 -2.26
H 1.56 -0.13 -2.43
H 2.58 -2.16 -0.15
H 3.35 -0.71 -0.65
H 3.20 -0.86 0.89
H -2.62 0.81 1.61
H -1.95 1.46 0.09
H -1.16 -2.42 0.60
H -0.72 -1.36 2.28

---

Stability summary: most stable version i, least stable version ii.

---

Version i
7
Properties=species:S:1:pos:R:3 method="wB97M-V/def2-TZVPD" multiplicity=1 gap_ev=10.1057 molar_mass_g_mol=131.08
C 1.01 -0.21 -0.08
N -0.65 -0.31 -0.42
O -2.99 0.31 -0.06
F 1.64 -1.33 -0.33
F 1.50 0.85 -0.74
F 1.17 0.20 1.16
S -1.67 0.48 0.47

---

Version ii
7
Properties=species:S:1:pos:R:3 method="wB97M-V/def2-TZVPD" multiplicity=1 gap_ev=11.6885 molar_mass_g_mol=131.08
C -0.82 -1.01 -1.74
N -0.85 -0.55 -0.70
O -0.09 1.94 1.01
F -0.49 -1.40 -2.89
F 0.93 0.57 2.70
F 1.31 -0.12 0.31
S 0.03 0.57 1.30

---

Stability summary: most stable version i, least stable version ii.

---

Version i
28
Properties=species:S:1:pos:R:3 method="wB97M-V/def2-TZVPD" multiplicity=1 smiles=C[C@H]1[C@H](c2ccccc2)[C@@H](C#N)N1C gap_ev=9.7475 molar_mass_g_mol=186.26
C 2.41 1.64 -1.44
C 0.04 -3.97 -0.69
C -0.99 -3.24 -0.07
C 1.08 -3.35 -1.40
C -0.90 -1.89 -0.19
C 1.19 -1.97 -1.44
C 0.19 -1.27 -0.79
C 1.76 0.95 -0.32
C 0.23 0.16 -0.86
C -0.40 1.03 0.30
C -1.64 1.70 -0.22
C 1.17 2.53 1.59
N 2.76 2.22 -2.37
N 0.79 1.86 0.34
H -0.02 -5.07 -0.79
H -1.82 -3.73 0.44
H 1.70 -3.96 -2.07
H -1.72 -1.31 0.18
H 2.12 -1.65 -2.14
H 2.41 0.34 0.30
H -0.07 0.62 -1.73
H -0.68 0.28 1.05
H -2.46 0.98 -0.08
H -1.34 1.93 -1.28
H -1.86 2.59 0.20
H 2.21 2.62 1.48
H 0.74 3.47 1.73
H 0.92 1.78 2.39

---

Version ii
28
Properties=species:S:1:pos:R:3 method="wB97M-V/def2-TZVPD" multiplicity=1 smiles=NCCNc1cccc2ccccc12 gap_ev=8.3967 molar_mass_g_mol=186.26
C 3.14 -0.28 0.63
C 2.55 -0.72 -0.70
C 0.13 0.08 -0.52
C 0.47 1.47 -0.33
C -0.58 2.43 -0.25
C -1.88 2.18 0.01
C -2.27 0.81 -0.04
C -3.64 0.39 0.24
C -4.12 -0.89 0.29
C -3.15 -1.91 0.04
C -1.78 -1.75 -0.18
C -1.28 -0.29 -0.25
H 4.99 0.42 -0.22
H 4.82 0.04 1.46
H 3.02 -1.09 1.45
H 2.70 0.68 0.84
H 2.78 0.25 -1.33
H 2.93 -1.62 -1.01
H 0.82 -1.66 0.00
H 1.46 1.91 -0.46
H -0.32 3.47 -0.09
H -2.69 2.82 -0.10
H -4.29 1.17 0.60
H -5.10 -1.17 0.53
H -3.47 -2.87 -0.02
H -1.02 -2.54 -0.31
N 4.68 -0.29 0.46
N 1.08 -1.03 -0.74

---

Stability summary: most stable version ii, least stable version i.

---

Version i
10
Properties=species:S:1:pos:R:3 method="wB97M-V/def2-TZVPD" multiplicity=1 gap_ev="8.3783 / 8.3785" molar_mass_g_mol=189.09
C -1.22 0.43 0.82
C -1.32 -0.32 -0.28
C 1.35 0.51 -0.09
O 0.70 -2.47 -0.82
S 0.18 1.40 1.04
S 0.10 -0.60 -1.24
Cl 2.08 1.59 -1.20
Cl 2.51 -0.50 0.83
H -2.06 0.57 1.54
H -2.32 -0.61 -0.59

---

Version ii
10
Properties=species:S:1:pos:R:3 method="wB97M-V/def2-TZVPD" multiplicity=1 gap_ev=7.2671 molar_mass_g_mol=189.09
C -0.10 0.90 0.42
C -0.52 -0.14 -0.28
C -3.18 -0.35 0.44
O -2.17 1.91 -0.71
S -1.01 2.36 0.43
S -2.18 0.26 -1.00
Cl -3.13 -2.09 -0.04
Cl -4.83 0.24 0.15
H 0.82 0.75 1.00
H -0.27 -1.13 -0.38

---

Stability summary: most stable version ii, least stable version i.